[1]
7 unconnected molecules or ions with the total composition H14O7 in a non-equilibrium geometry. Source: the Open Molecules 2025 dataset; level of theory: the ωB97M-V functional and the def2-TZVPD basis.

Geometry (Å):
O  -2.7833  0.2242  -2.7677
H  -2.4843  -0.2278  -1.9827
H  -2.3513  -0.2828  -3.4367
O  2.8137  0.0522  2.6503
H  1.9257  -0.1938  2.6403
H  3.1647  -0.8218  2.9913
O  0.0517  -0.4908  2.8543
H  0.1617  -1.4148  2.6093
H  0.1197  -0.0038  2.0393
O  -0.4163  2.1402  -2.2657
H  -0.2173  1.8082  -1.3677
H  -1.3743  2.1782  -2.3037
O  2.0347  -0.2788  0.0083
H  2.5647  0.2762  -0.5727
H  2.6377  -0.5368  0.6923
O  -0.2783  0.9702  0.5053
H  -0.9763  0.3002  0.2843
H  0.5587  0.5452  0.3083
O  -1.6953  -1.0268  -0.7627
H  -1.1753  -1.4238  -1.4287
H  -2.2813  -1.7928  -0.6947

Calculated values
Energy relative to the best compared isomer or geometry (same formula, charge and spin) ... 43.0 kcal per mole
E_HOMO ... -10.47 eV
Spin multiplicity ... 1
SMILES ... O.O.O.O.O.O.O

---

[2]
2 unconnected molecules or ions with the total composition C3H5NOS in a non-equilibrium geometry. Source: the Open Molecules 2025 dataset; level of theory: the ωB97M-V functional and the def2-TZVPD basis.

Geometry (Å):
C  0.6035  -0.4800  -0.4058
C  1.5155  0.5940  0.3190
C  0.7127  0.7751  -0.9320
N  -2.2613  -0.9590  0.0883
O  0.0959  -1.5748  -0.2704
S  -1.9963  0.6042  -0.0787
H  1.1461  0.9551  1.2170
H  2.4817  0.2674  0.1762
H  0.3339  1.5749  -1.4966
H  -1.7326  -1.3040  0.9141
H  -1.8227  -1.5598  -0.7056

Calculated values
Energy relative to the best compared isomer or geometry (same formula, charge and spin) ... 130.8 kcal per mole
E_HOMO (alpha / beta) ... -8.63 / -8.63 eV
Spin multiplicity ... 1

---

[3]
A molecular structure, C31H38CoGeN4OS2Se in a non-equilibrium geometry. Source: the Open Molecules 2025 dataset; level of theory: the ωB97M-V functional and the def2-TZVPD basis.

Geometry (Å):
Co  -5.1007  -9.6154  -17.3336
C  -2.6145  -11.4362  -23.0240
C  -3.9867  -11.2715  -23.8013
C  -4.4182  -12.6836  -24.0273
C  -3.6798  -10.6480  -25.1600
C  -5.1095  -10.4220  -23.1687
C  -6.4661  -10.6747  -23.4877
C  -7.5443  -10.0165  -22.9256
C  -7.3038  -8.9778  -22.0507
S  -8.2735  -8.1485  -20.8241
C  -6.8228  -7.8901  -19.8510
N  -5.7230  -8.1007  -20.5468
C  -6.0066  -8.7184  -21.7608
C  -4.8866  -9.3233  -22.3368
C  -6.8376  -7.4422  -18.4707
C  -7.6248  -6.2970  -18.2215
C  -7.1639  -5.2945  -17.3645
C  -6.0913  -5.6183  -16.5626
C  -5.4322  -6.8909  -16.6278
C  -5.7832  -7.8026  -17.5891
H  -1.9085  -11.8337  -23.7382
H  -2.6973  -12.1568  -22.2037
H  -2.2406  -10.5226  -22.6455
H  -3.6601  -13.2991  -24.4740
H  -5.2477  -12.8048  -24.7437
H  -4.6133  -13.2203  -23.0683
H  -3.0367  -11.3003  -25.8166
H  -3.2320  -9.6711  -25.0387
H  -4.6780  -10.5580  -25.7001
H  -6.6513  -11.3194  -24.3473
H  -8.5918  -10.2621  -23.1858
H  -4.0510  -8.2323  -21.1940
H  -8.5673  -6.2283  -18.6998
H  -7.6410  -4.3165  -17.3144
H  -5.8253  -4.9912  -15.6653
H  -4.6052  -7.0880  -15.9664
N  -4.6575  -9.8846  -15.3442
C  -3.8632  -10.9618  -15.0331
N  -3.9474  -11.6886  -13.9098
C  -2.8773  -12.3590  -13.5402
N  -1.9447  -13.0054  -13.1614
C  -3.7119  -7.0231  -10.0834
Ge  -5.2177  -7.3364  -11.2870
C  -6.6822  -8.2548  -10.4064
C  -5.8590  -5.6582  -12.1048
C  -4.5526  -8.5157  -12.7565
Se  -6.0368  -9.3124  -13.9092
C  -6.5702  -11.0418  -13.1633
H  -3.5350  -5.9355  -9.8665
H  -2.7980  -7.5277  -10.4214
H  -3.9172  -7.5160  -9.0845
H  -7.1670  -7.5319  -9.7396
H  -6.2677  -9.0508  -9.7822
H  -7.3463  -8.7463  -11.1550
H  -6.4528  -5.1021  -11.3427
H  -6.5286  -5.7522  -13.0120
H  -4.9743  -5.0605  -12.3420
H  -4.0109  -9.3612  -12.2675
H  -3.9195  -7.9691  -13.4986
H  -7.0336  -10.8569  -12.1898
H  -5.6523  -11.6498  -13.1153
H  -7.3431  -11.4424  -13.8611
C  -5.1900  -13.0677  -17.3541
S  -4.6446  -11.6709  -18.3114
O  -3.6910  -8.8430  -21.9091
C  -3.2512  -10.8788  -17.4657
C  -2.8369  -11.3428  -16.0917
C  -1.4880  -10.8698  -15.7290
C  -0.8132  -9.9767  -16.4989
C  -1.2190  -9.6789  -17.8606
C  -2.3823  -10.2530  -18.3715
H  -4.3508  -13.7096  -17.1142
H  -5.8349  -13.6224  -18.0908
H  -5.7006  -12.6847  -16.4672
H  -2.8071  -12.4402  -15.9865
H  -1.0014  -11.2343  -14.8384
H  0.2250  -9.6302  -16.1910
H  -0.6935  -9.0423  -18.5509
H  -2.5926  -10.1585  -19.4338

Calculated values
E_HOMO (alpha / beta) ... -10.04 / -10.04 eV
⟨S²⟩ ... 6.047
Net charge ... +1
Spin multiplicity ... 5

---

We obtain total energy values of -535.05524, -645.30319, -8155.36324 hartree for the records listed above, in that order.